No. 1
A molecular structure, C32H54N4O3PPdSSbSi3Te. Source: the Open Molecules 2025 dataset; level of theory: wB97M-V/def2-TZVPD.

Summary:
- Spin multiplicity: 1
- HOMO energy: -0.4 eV
- Orbital gap: 3.7 eV
- Charge: -2
- ΔE to the lowest compared entry with this formula, charge and spin: 17.90 kcal per mole

Element x y z (Å)
Pd: 0.93215 1.09374 -0.57249
C: -2.70196 0.34328 -0.73143
Sb: -2.31365 0.40228 1.39455
C: -0.41659 1.30783 1.12580
C: 0.27356 1.55115 2.39105
C: 1.69358 1.66029 2.43589
C: 2.33001 1.95910 3.61414
C: 1.57877 2.11849 4.78328
C: 0.21423 1.94603 4.67528
N: -0.42984 1.68424 3.53951
Si: -0.56302 2.98451 0.20540
C: 0.78208 4.24311 0.67604
C: -2.07000 3.84011 1.07829
C: -1.07780 3.31103 -1.61348
C: -2.03242 -1.91846 1.76267
C: -0.61908 -2.26772 1.41423
C: 0.22190 -3.05141 2.21167
C: 1.56054 -3.18061 1.87508
C: 2.05347 -2.52138 0.76338
C: 1.14444 -1.79575 0.00356
N: -0.15007 -1.71083 0.28878
Si: -2.52804 -2.14480 3.56568
C: -2.31661 -3.88958 4.30649
C: -4.37065 -1.80023 3.78660
C: -1.57431 -1.04440 4.73853
Si: -3.21419 -2.83063 0.62064
C: -2.51214 -3.09308 -1.10337
C: -4.93952 -2.06144 0.49320
C: -3.56521 -4.59830 1.21492
H: -3.18845 1.28484 -0.99197
H: -3.35593 -0.47080 -1.03445
H: -1.73381 0.26109 -1.23378
H: 2.25762 1.46854 1.52802
H: 3.41172 2.03957 3.62714
H: 2.03540 2.33650 5.74097
H: -0.41229 2.01742 5.56384
H: 0.59700 4.63786 1.67971
H: 0.72760 5.07541 -0.03579
H: 1.78760 3.82669 0.63545
H: -2.02001 3.67113 2.15841
H: -3.03451 3.45161 0.72611
H: -2.07040 4.92218 0.89155
H: -0.19425 3.36094 -2.25246
H: -1.61238 4.26977 -1.66196
H: -1.73818 2.53462 -2.00146
H: -0.15582 -3.53633 3.10134
H: 2.21844 -3.76786 2.50701
H: 3.10720 -2.48192 0.52261
H: 1.45753 -1.17514 -0.83641
H: -2.56311 -4.70980 3.63306
H: -2.99147 -3.94880 5.16836
H: -1.30578 -4.04862 4.68897
H: -4.98802 -2.62800 3.42846
H: -4.67665 -0.88546 3.27790
H: -4.56859 -1.67812 4.85639
H: -0.49570 -1.11279 4.57563
H: -1.78690 -1.35942 5.76668
H: -1.84149 0.00568 4.62322
H: -2.12175 -2.17708 -1.53858
H: -3.28661 -3.51138 -1.75578
H: -1.68476 -3.80681 -1.05456
H: -4.93960 -0.97321 0.45892
H: -5.56210 -2.36668 1.33691
H: -5.41614 -2.42934 -0.42124
H: -2.63789 -5.15512 1.37190
H: -4.13754 -5.11301 0.43595
H: -4.14719 -4.63424 2.13852
N: -3.01431 -0.80758 -7.16528
C: -2.53858 -1.83359 -6.44720
S: -2.94033 -3.38619 -6.84714
C: -1.65964 -1.46121 -5.29674
C: -1.45251 -0.13607 -4.91810
C: -0.60016 0.13752 -3.85883
N: 0.02073 -0.80797 -3.17166
C: -0.19055 -2.07074 -3.51313
C: -1.01166 -2.44843 -4.56738
H: -3.54973 -1.01967 -7.98920
H: -2.67126 0.12663 -7.03182
H: -1.94483 0.70531 -5.38861
H: -0.41566 1.15488 -3.52510
H: 0.31093 -2.81853 -2.90762
H: -1.15766 -3.48936 -4.81819
C: 4.98170 4.62029 -0.03005
C: 5.56839 3.60376 -0.98446
O: 5.44685 2.30378 -0.42526
P: 4.53344 1.08980 -1.01560
O: 4.20597 0.16815 0.08315
Te: 2.74729 2.02418 -2.35358
O: 5.58160 0.30541 -1.99608
C: 6.13802 0.93414 -3.13683
C: 7.60256 1.25080 -2.90099
H: 5.14363 5.63495 -0.40405
H: 5.44512 4.53098 0.95390
H: 3.90863 4.45428 0.07220
H: 6.63487 3.78801 -1.15207
H: 5.04700 3.65354 -1.94347
H: 5.57008 1.83268 -3.39625
H: 6.02354 0.24162 -3.97517
H: 7.71458 1.90177 -2.03373
H: 8.03334 1.75046 -3.77323
H: 8.16621 0.33591 -2.71093

---

No. 2
A molecular structure, C43H44ClN8PTi. Source: the Open Molecules 2025 dataset; level of theory: wB97M-V/def2-TZVPD.

Summary:
- ⟨S²⟩: 2.027
- Spin multiplicity: 3
- HOMO energy (spin up / spin down): -11.1 / -13.5 eV
- Orbital gap (spin up / spin down): 5.7 / 7.9 eV
- Charge: +2
- ΔE to the lowest compared entry with this formula, charge and spin: 0.00 kcal per mole

Element x y z (Å)
Ti: -0.58191 0.21381 0.68411
C: 0.46972 2.58621 4.31742
C: 0.40833 1.73504 3.08803
N: -0.68155 1.47060 2.43713
C: -2.00008 1.89769 2.86836
C: -2.95652 0.72803 2.65447
N: -2.77773 0.15126 1.29814
C: -3.56106 0.86871 0.25998
C: -2.96165 0.67487 -1.12299
N: -1.57267 1.15870 -1.09425
C: -0.80330 0.97558 -2.34897
C: 0.07154 -0.27285 -2.26975
N: 0.72706 -0.23641 -0.97276
C: 1.98943 -0.43504 -0.73227
C: 3.01375 -0.89440 -1.72115
C: 2.37145 -0.05950 0.61485
C: 3.66904 -0.01825 1.09502
C: 3.92672 0.59995 2.31433
C: 2.88077 1.21696 2.99901
C: 1.59466 1.13803 2.49567
N: 1.32995 0.44309 1.35119
H: -0.24778 3.40223 4.25950
H: 1.45638 3.02165 4.44727
H: 0.24208 1.99814 5.20995
H: -2.30840 2.76424 2.27362
H: -2.04376 2.19556 3.91679
H: -3.99151 1.03920 2.81772
H: -2.72557 -0.05751 3.37434
H: -3.09631 -0.81457 1.34100
H: -3.53660 1.93231 0.51020
H: -4.61072 0.56528 0.27221
H: -3.56487 1.20814 -1.86373
H: -2.95384 -0.37647 -1.40603
H: -1.58407 2.15634 -0.90024
H: -0.15779 1.84768 -2.45366
H: -1.46662 0.93689 -3.21589
H: 0.75989 -0.28644 -3.11603
H: -0.55863 -1.16497 -2.34413
H: 2.57059 -1.16892 -2.67355
H: 3.53299 -1.77042 -1.33064
H: 3.76035 -0.11739 -1.89570
H: 4.47731 -0.43875 0.51231
H: 4.93334 0.64104 2.70449
H: 3.07851 1.75515 3.91467
Cl: -0.31212 -1.66745 2.79752
C: -1.66872 -2.77537 2.78569
C: -2.20304 -3.19017 3.99033
C: -3.24248 -4.10991 3.96835
C: -3.71526 -4.59910 2.75797
C: -3.16105 -4.16658 1.56186
C: -2.12455 -3.23346 1.55272
P: -1.31877 -2.61243 0.03015
C: -2.47770 -3.18946 -1.25910
C: -3.80628 -2.75797 -1.19208
C: -4.73318 -3.16077 -2.13797
C: -4.34271 -3.99941 -3.17492
C: -3.03396 -4.44725 -3.24242
C: -2.10563 -4.05348 -2.28551
C: 0.15366 -3.68464 -0.10822
C: 1.01520 -3.54740 -1.19864
C: 2.13812 -4.35050 -1.31744
C: 2.43623 -5.28373 -0.33388
C: 1.59507 -5.41894 0.75903
C: 0.45819 -4.63021 0.86943
H: -1.80512 -2.81464 4.92322
H: -3.67379 -4.44909 4.90018
H: -4.51454 -5.32734 2.74469
H: -3.53158 -4.56109 0.62525
H: -4.13583 -2.13062 -0.36885
H: -5.76084 -2.83056 -2.06350
H: -5.06415 -4.31493 -3.91630
H: -2.73122 -5.11985 -4.03366
H: -1.09922 -4.44348 -2.33407
H: 0.79706 -2.83854 -1.98665
H: 2.77884 -4.25348 -2.18477
H: 3.31346 -5.90973 -0.42643
H: 1.81190 -6.15192 1.52444
H: -0.19778 -4.77576 1.71694
N: 7.11296 7.03084 -4.21669
C: 6.18604 6.59566 -3.69813
C: 5.02367 6.04979 -3.04903
C: 4.55960 4.78813 -3.41316
C: 3.44184 4.26274 -2.79076
C: 2.80631 4.99269 -1.79693
C: 3.26168 6.24890 -1.42773
C: 4.36969 6.78193 -2.06152
N: 1.66832 4.43463 -1.13896
C: 0.47730 5.06388 -0.87744
C: -0.26827 4.16437 -0.17539
N: 0.44480 3.00028 0.01644
C: 1.59723 3.20076 -0.57903
H: 5.06703 4.23622 -4.19187
H: 3.04702 3.29932 -3.08722
H: 2.76023 6.79728 -0.64126
H: 4.73930 7.76003 -1.78720
H: 0.27528 6.06204 -1.22511
H: -1.25893 4.30504 0.22815
H: 2.42980 2.51426 -0.60054

---

No. 3
A molecular structure, C19H43GdO2P3S at a distorted geometry. Source: the Open Molecules 2025 dataset; level of theory: wB97M-V/def2-TZVPD.

Summary:
- ⟨S²⟩: 16.805
- Spin multiplicity: 8
- HOMO energy (spin up / spin down): -16.4 / -14.9 eV
- Orbital gap (spin up / spin down): 7.8 / 3.8 eV
- Charge: +3
- ΔE to the lowest compared entry with this formula, charge and spin: 0.00 kcal per mole

Element x y z (Å)
Gd: 1.02939 -0.06538 0.97410
P: 1.77938 1.36774 -1.32239
P: -1.60357 1.03056 -0.65584
P: -0.38067 -2.09374 -1.64563
H: 3.56146 -4.95220 5.53790
C: 3.89820 -5.28340 4.55360
C: 4.72899 -4.56031 3.78853
H: 5.06492 -3.55245 4.05472
C: 2.80900 2.75360 -0.68010
C: 0.89221 2.27290 -2.64572
C: 2.99080 0.40435 -2.30847
C: -2.97715 0.07313 0.10311
C: -1.98569 2.71697 -0.04715
C: -2.29141 1.23571 -2.35941
C: 0.98700 -3.19977 -1.48420
C: -0.19101 -1.29438 -3.24273
C: -1.96052 -2.91401 -1.76499
H: 3.55748 -6.28543 4.27091
H: 5.11162 -4.96498 2.84582
H: 3.43907 2.43591 0.16496
H: 2.15853 3.57149 -0.33535
H: 3.44316 3.10380 -1.50782
H: 0.17650 2.98977 -2.22049
H: 0.33997 1.60420 -3.31614
H: 1.64031 2.82344 -3.23509
H: 3.46614 -0.37464 -1.69358
H: 3.75724 1.10667 -2.66187
H: 2.51740 -0.09340 -3.16432
H: -3.92454 0.40475 -0.35264
H: -2.98931 0.27247 1.18384
H: -2.85583 -1.01113 -0.04772
H: -2.90122 3.06469 -0.54469
H: -1.15743 3.39101 -0.29639
H: -2.12355 2.72252 1.03917
H: -3.37362 1.05173 -2.34894
H: -1.82892 0.54801 -3.07001
H: -2.09732 2.25517 -2.71425
H: 0.90055 -3.95013 -2.26463
H: 0.99548 -3.68139 -0.51089
H: 1.93306 -2.66840 -1.59775
H: 0.23103 -2.03228 -3.93486
H: 0.46080 -0.41862 -3.27444
H: -1.15687 -1.02829 -3.67664
H: -1.82179 -3.81414 -2.37931
H: -2.69532 -2.27490 -2.27565
H: -2.36516 -3.18208 -0.78200
C: 1.80615 -3.29076 1.78121
C: 1.00801 -3.93397 2.74988
C: 0.83522 -5.30442 2.59988
C: 1.62417 -6.03267 1.67653
C: 2.63768 -5.40785 0.93640
C: 2.82637 -4.04279 1.14240
O: 1.53290 -2.04131 1.44397
H: -0.35989 -1.30858 -0.40671
H: 0.48621 -3.30432 3.47964
H: 0.08672 -5.80411 3.22220
H: 1.47863 -7.10492 1.50661
H: 3.27123 -6.00314 0.24308
H: 3.64737 -3.48814 0.69717
C: 0.41247 1.66794 4.90262
S: -0.53622 2.20006 3.45551
C: 0.34869 3.71254 3.09590
O: 0.04018 1.23345 2.33925
H: -0.02487 2.15646 5.77880
H: 1.45641 1.95205 4.75333
H: 0.33702 0.58046 4.98741
H: -0.20289 4.48748 3.63209
H: 0.32419 3.91647 2.02472
H: 1.38214 3.63225 3.43972

---

No. 4
2 unconnected molecules or ions with the total composition C11H15ClSi at a distorted geometry. Source: the Open Molecules 2025 dataset; level of theory: wB97M-V/def2-TZVPD.

Summary:
- Spin multiplicity: 1
- HOMO energy: -8.4 eV
- Orbital gap: 8.6 eV
- SMILES: C=C[Si](=C)Cl.Cc1cccc(C)c1
- ΔE to the lowest compared entry with this formula, charge and spin: 64.77 kcal per mole

Element x y z (Å)
C: 2.47049 -1.76376 -1.34983
C: 3.60121 -1.62627 -0.65897
Si: 4.02906 0.01007 0.11733
C: 3.11853 1.11973 1.13330
Cl: 6.05702 0.15292 -0.05723
H: 2.04855 -2.69960 -1.78544
H: 1.68134 -1.00304 -1.33598
H: 4.08837 -2.57979 -0.70576
H: 3.70206 2.14801 1.29671
H: 2.13071 0.94551 1.29225
C: -0.52863 2.81034 -0.20407
C: -1.09007 1.43943 -0.53099
C: -1.47305 0.96807 -1.74269
C: -1.99145 -0.36852 -1.78030
C: -2.08608 -1.13262 -0.64254
C: -1.70598 -0.62538 0.60830
C: -1.84454 -1.66876 1.73432
C: -1.21633 0.64009 0.65172
H: 0.54775 2.83344 0.06370
H: -0.42817 3.32730 -1.16725
H: -1.04252 3.43596 0.60911
H: -1.27541 1.68446 -2.51140
H: -2.20238 -0.70683 -2.67778
H: -2.50219 -2.08939 -0.59669
H: -1.62757 -1.16742 2.63731
H: -2.88615 -2.14383 1.53075
H: -1.25959 -2.58961 1.69136
H: -0.93150 0.97486 1.53911

---

> spin multiplicity of number 4 (C11H15ClSi)?

1

---

> Which value of ΔE to the lowest compared entry with this formula, charge and spin does entry 2 give?

0.00 kcal per mole

---

> Number 3 is which compound?

C19H43GdO2P3S